Computed, not measured: a 11-piece molecular cluster, C44H71N11 overall, with the ωB97M-V functional and the def2-TZVPD basis.

Its HOMO-LUMO gap is 7.85 eV. The charge is 0. The spin multiplicity is 1. As for the energy above the lowest of the compared OMol25 structures with the same formula, charge and spin: 42.0 kcal per mole. Its max |F| is 4.2 eV Å⁻¹. As for the SMILES: c1cc[nH]c1.c1cc[nH]c1.c1cc[nH]c1.CCCC#N.CCCC#N.CCCC#N.CCCC#N.CCCC#N.CCCC#N.CCCC#N.CCCC#N.

Positions of all 126 atoms, in Å:
C (19.04486, 26.20541, 8.85527)
C (19.24915, 27.62555, 9.01425)
C (18.01538, 28.19025, 8.80077)
N (17.08646, 27.19052, 8.63265)
C (17.71862, 25.97867, 8.67241)
H (19.75037, 25.38774, 8.84763)
H (20.23553, 28.01203, 9.22426)
H (17.73505, 29.22722, 8.91257)
H (16.11420, 27.36398, 8.42116)
H (17.17536, 25.06181, 8.49741)
C (15.57242, 25.81077, 18.08468)
C (16.57237, 25.28694, 18.92493)
C (17.72270, 25.34330, 18.27239)
N (17.54913, 25.82502, 17.06367)
C (16.22189, 26.11679, 16.92153)
H (14.52196, 25.91227, 18.31414)
H (16.41677, 24.90960, 19.92483)
H (18.65953, 24.97317, 18.66194)
H (18.26342, 25.85908, 16.35041)
H (15.83609, 26.37968, 15.94766)
C (23.14423, 25.95091, 9.15321)
C (23.50939, 25.11951, 10.17240)
C (24.89531, 24.96370, 10.08208)
N (25.36314, 25.74515, 9.14476)
C (24.33611, 26.46300, 8.62737)
H (22.16638, 26.27170, 8.82564)
H (22.90424, 24.53955, 10.85346)
H (25.59360, 24.46253, 10.73599)
H (26.33449, 25.84251, 8.88573)
H (24.61462, 27.22014, 7.90933)
C (21.61878, 30.47995, 16.02996)
C (20.34453, 31.00061, 15.42155)
C (20.22000, 32.57954, 15.19504)
C (21.34813, 33.14132, 14.40999)
N (22.30227, 33.51651, 13.83602)
H (22.50701, 30.79508, 15.48237)
H (21.59642, 29.39322, 16.11129)
H (21.83235, 30.89612, 17.01448)
H (19.47597, 30.74790, 16.02970)
H (20.29835, 30.49129, 14.45898)
H (20.17510, 33.07697, 16.16387)
H (19.32509, 32.79560, 14.61148)
C (25.17362, 29.17200, 11.07451)
C (25.17231, 29.54186, 12.48484)
C (24.11365, 30.70746, 12.77299)
C (22.74345, 30.44543, 12.25433)
N (21.65896, 30.23973, 11.86555)
H (25.98619, 28.46338, 10.91417)
H (25.40347, 30.06614, 10.49504)
H (24.28584, 28.72799, 10.62416)
H (26.14730, 29.88131, 12.83451)
H (25.03308, 28.61311, 13.03813)
H (24.49428, 31.67045, 12.43257)
H (23.99867, 30.84882, 13.84765)
C (23.93502, 27.41774, 17.88662)
C (22.96234, 26.31040, 17.47283)
C (23.39823, 24.87311, 17.79335)
C (23.57869, 24.52952, 19.23825)
N (23.74943, 24.25138, 20.33889)
H (23.59608, 28.39287, 17.53684)
H (24.85815, 27.15669, 17.36914)
H (24.09684, 27.48151, 18.96264)
H (22.80504, 26.43089, 16.40100)
H (21.95539, 26.47092, 17.85804)
H (24.30271, 24.53866, 17.28527)
H (22.55571, 24.25833, 17.47662)
C (16.92657, 30.27103, 13.05432)
C (16.69394, 30.87463, 11.70378)
C (15.59572, 30.18375, 10.97808)
C (14.24376, 30.51150, 11.49700)
N (13.18559, 30.72606, 11.79859)
H (16.76595, 29.19810, 12.94881)
H (16.14933, 30.59953, 13.74433)
H (17.91904, 30.46990, 13.45872)
H (17.57958, 30.86488, 11.06846)
H (16.55047, 31.94113, 11.87729)
H (15.69740, 29.10350, 10.87406)
H (15.64502, 30.60392, 9.97352)
C (21.64992, 27.15114, 13.27378)
C (20.83887, 26.83096, 12.03957)
C (19.49597, 27.50757, 12.10043)
C (18.94130, 27.49920, 13.44463)
N (18.49573, 27.45890, 14.49265)
H (22.66208, 26.75862, 13.17590)
H (21.16291, 26.57566, 14.06101)
H (21.77307, 28.20929, 13.50457)
H (20.76265, 25.74413, 12.00643)
H (21.47617, 27.07418, 11.18939)
H (18.76790, 27.03241, 11.44299)
H (19.57467, 28.56530, 11.84924)
C (25.82558, 26.27160, 14.88587)
C (27.08966, 27.16244, 14.87227)
C (27.23884, 28.13758, 16.04967)
C (26.18484, 29.15877, 15.99392)
N (25.29668, 29.89175, 15.94444)
H (25.82863, 25.55638, 15.70841)
H (25.66696, 25.73440, 13.95080)
H (24.94777, 26.90905, 14.99175)
H (27.26008, 27.80079, 14.00533)
H (28.04813, 26.64599, 14.92428)
H (28.22244, 28.60655, 16.07578)
H (27.15793, 27.65910, 17.02569)
C (18.33075, 24.13830, 11.91667)
C (16.86608, 24.41610, 12.43073)
C (16.44963, 23.81141, 13.77494)
C (16.93306, 22.43977, 14.01293)
N (17.29820, 21.36915, 14.14343)
H (18.45919, 24.31736, 10.84917)
H (18.58615, 23.08191, 11.99967)
H (19.07592, 24.72679, 12.45192)
H (16.18857, 23.82371, 11.81578)
H (16.51761, 25.44889, 12.43414)
H (15.36750, 23.84242, 13.90200)
H (16.89289, 24.40759, 14.57256)
C (23.59274, 23.31954, 13.84639)
C (22.85164, 22.15884, 14.43982)
C (21.26540, 22.26718, 14.36288)
C (20.65009, 23.38458, 15.01505)
N (20.27284, 24.34200, 15.53779)
H (23.52441, 24.20650, 14.47626)
H (23.28435, 23.43674, 12.80751)
H (24.66073, 23.10654, 13.89243)
H (23.11952, 21.92635, 15.47049)
H (23.04001, 21.32956, 13.75796)
H (20.83866, 21.30657, 14.65136)
H (20.92842, 22.32769, 13.32804)